C60H44F8O8Pd | ωB97M-V with the def2-TZVPD basis set

Last column: Löwdin spin population.
Atoms and positions in Å:
1 Pd 4.362 -6.469 0.727  -0.0001
2 C -2.381 13.400 -5.211  0.0853
3 C -1.325 12.564 -5.730  0.0010
4 C -0.641 11.515 -4.657  0.0215
5 O 0.332 10.885 -5.134  0.1465
6 C -1.116 11.462 -3.267  0.3733
7 C -2.051 12.411 -2.898  0.0040
8 C -2.676 13.357 -3.867  -0.0055
9 O -3.506 14.300 -3.475  0.0081
10 O -2.241 12.475 -1.591  0.3406
11 O -0.834 12.553 -6.909  0.0066
12 H -2.843 14.166 -5.815  0.0038
13 H -0.626 10.755 -2.614  0.0148
14 C 0.423 -0.415 2.315  0.3294
15 C 1.384 -1.390 1.707  0.0134
16 C 2.331 -0.832 0.611  0.0046
17 O 3.136 -1.650 0.140  0.0127
18 C 2.385 0.585 0.412  0.1655
19 C 1.574 1.385 1.090  0.0040
20 C 0.561 0.915 2.138  0.0220
21 O -0.269 1.656 2.776  0.2557
22 O 1.716 2.669 0.861  0.1044
23 O 1.548 -2.565 2.085  0.0682
24 H -0.291 -0.818 3.018  0.0135
25 H 3.071 0.902 -0.360  0.0066
26 F -7.505 4.539 4.178  0.0000
27 C -8.697 3.836 4.162  0.0000
28 C -9.903 4.450 3.928  0.0000
29 C -11.087 3.673 3.856  0.0000
30 C -10.991 2.277 4.003  0.0000
31 C -9.782 1.697 4.385  0.0000
32 C -8.628 2.459 4.467  0.0000
33 H -9.928 5.529 3.921  0.0000
34 H -12.016 4.127 3.545  0.0000
35 H -11.866 1.682 3.789  0.0000
36 H -9.784 0.625 4.521  0.0000
37 H -7.703 1.937 4.662  0.0000
38 F 4.723 -8.924 6.138  0.0000
39 C 4.967 -9.126 7.467  0.0000
40 C 3.912 -9.338 8.260  0.0000
41 C 4.054 -9.498 9.612  0.0000
42 C 5.357 -9.510 10.130  0.0000
43 C 6.477 -9.273 9.351  0.0000
44 C 6.253 -9.002 7.987  0.0000
45 H 2.893 -9.369 7.902  0.0000
46 H 3.263 -9.845 10.259  0.0000
47 H 5.603 -9.755 11.153  0.0000
48 H 7.458 -9.238 9.801  0.0000
49 H 7.113 -8.804 7.364  0.0000
50 F -4.676 -9.235 5.031  0.0000
51 C -4.347 -8.039 5.602  0.0000
52 C -4.894 -6.867 5.081  0.0000
53 C -4.615 -5.670 5.747  0.0000
54 C -3.840 -5.680 6.875  0.0000
55 C -3.365 -6.895 7.515  0.0000
56 C -3.603 -8.041 6.797  0.0000
57 H -5.531 -6.890 4.209  0.0000
58 H -4.937 -4.763 5.257  0.0000
59 H -3.688 -4.660 7.195  0.0000
60 H -2.858 -6.871 8.468  0.0000
61 H -3.227 -8.983 7.165  0.0000
62 F 6.943 6.845 -7.529  0.0000
63 C 7.829 5.996 -6.918  0.0000
64 C 7.620 5.664 -5.577  0.0000
65 C 8.566 4.907 -4.883  0.0000
66 C 9.623 4.338 -5.594  0.0000
67 C 9.847 4.686 -6.962  0.0000
68 C 8.964 5.560 -7.591  0.0000
69 H 6.682 5.899 -5.097  0.0000
70 H 8.404 4.633 -3.852  0.0000
71 H 10.223 3.680 -4.983  0.0000
72 H 10.691 4.270 -7.493  0.0000
73 H 9.074 5.794 -8.639  0.0000
74 F 8.930 -3.859 3.646  0.0000
75 C 10.094 -3.225 4.023  0.0000
76 C 10.181 -2.842 5.348  0.0000
77 C 11.299 -2.141 5.655  0.0000
78 C 12.270 -1.774 4.726  0.0000
79 C 12.106 -2.173 3.398  0.0000
80 C 10.975 -2.855 3.049  0.0000
81 H 9.425 -2.973 6.108  0.0000
82 H 11.294 -1.814 6.684  0.0000
83 H 13.220 -1.302 4.926  0.0000
84 H 12.910 -1.942 2.715  0.0000
85 H 10.750 -3.090 2.019  0.0000
86 F -3.310 -0.446 -3.039  -0.0001
87 C -4.594 -0.868 -2.986  0.0000
88 C -5.343 -0.746 -1.847  0.0000
89 C -6.641 -1.246 -1.879  0.0000
90 C -7.194 -1.720 -3.065  0.0000
91 C -6.473 -1.736 -4.261  0.0000
92 C -5.127 -1.331 -4.212  0.0000
93 H -4.854 -0.368 -0.961  0.0000
94 H -7.290 -1.218 -1.016  0.0000
95 H -8.217 -2.062 -3.030  0.0000
96 H -6.821 -2.204 -5.170  0.0000
97 H -4.429 -1.542 -5.008  0.0000
98 F 1.198 -6.693 -4.639  0.0000
99 C 0.892 -6.707 -5.958  0.0000
100 C -0.413 -6.537 -6.391  0.0000
101 C -0.705 -6.445 -7.765  0.0000
102 C 0.350 -6.505 -8.678  0.0000
103 C 1.671 -6.693 -8.260  0.0000
104 C 1.925 -6.801 -6.911  0.0000
105 H -1.160 -6.412 -5.621  0.0000
106 H -1.664 -6.311 -8.245  0.0000
107 H 0.193 -6.555 -9.745  0.0000
108 H 2.563 -6.763 -8.865  0.0000
109 H 2.903 -6.905 -6.465  0.0000
110 F -5.070 6.980 -1.653  0.0000
111 C -5.516 6.693 -2.889  0.0000
112 C -4.710 5.955 -3.813  0.0000
113 C -5.224 5.646 -5.039  0.0000
114 C -6.490 6.023 -5.382  0.0000
115 C -7.291 6.777 -4.490  0.0000
116 C -6.832 7.124 -3.223  0.0000
117 H -3.698 5.636 -3.612  0.0000
118 H -4.527 5.090 -5.648  0.0000
119 H -6.907 5.583 -6.275  0.0000
120 H -8.282 7.066 -4.804  0.0000
121 H -7.458 7.582 -2.471  0.0000

Forces on the atoms, in the same order (eV/Å):
0.0 0.0 0.0
2.3 -2.0 -1.2
0.9 -0.4 -1.7
1.6 0.1 -2.8
-2.1 0.9 1.9
1.2 -0.5 -2.7
-0.6 0.1 5.6
-3.5 4.5 0.9
2.1 -3.0 0.3
-0.1 0.3 -4.0
-1.5 0.1 3.3
0.0 -0.1 0.0
-0.3 0.1 0.3
1.4 -4.5 -0.3
0.1 -0.7 0.6
1.3 -1.2 0.6
-0.8 0.8 -0.2
1.0 -4.5 -1.5
-1.0 7.5 0.9
-2.1 3.2 0.4
2.1 -0.5 -1.5
-1.1 -3.0 1.2
-0.9 2.1 -0.5
-0.1 0.1 0.1
0.0 0.5 0.2
-1.6 -0.5 0.0
1.2 -1.2 0.8
-0.7 0.1 0.4
1.5 -0.7 -0.4
-0.2 1.3 0.0
-0.6 0.3 -0.5
-0.2 0.3 -0.5
-0.1 0.1 -0.4
-0.1 0.1 0.2
0.0 -0.2 0.2
0.4 -0.1 0.1
0.2 0.4 0.1
0.5 -0.2 0.7
1.8 1.1 -1.3
-2.7 -0.2 0.9
1.9 -1.0 1.1
0.3 -0.2 0.5
-1.3 0.6 -1.2
0.6 -0.6 0.2
0.1 0.0 -0.6
-0.3 0.4 -0.1
-0.6 0.0 0.3
0.1 0.0 -0.2
-0.2 0.1 -0.3
0.4 0.5 0.2
-0.7 0.7 0.4
0.3 -0.9 0.4
0.2 -1.3 -1.0
0.2 -0.2 1.2
-1.1 2.4 -2.0
-0.1 -0.9 -0.2
0.1 -0.1 -0.1
0.0 0.2 0.4
0.5 -0.2 1.0
0.1 -0.1 -0.1
-0.1 -0.2 0.0
0.7 -0.9 0.3
0.1 0.4 0.9
-0.2 0.0 -0.3
-0.3 -0.4 -1.4
0.0 1.0 -0.4
-0.5 -0.3 1.8
-0.4 -0.4 -0.2
0.0 0.5 0.0
-0.1 0.1 0.0
0.6 -0.2 -0.6
0.0 0.0 -0.1
0.1 0.2 0.0
0.9 0.2 0.1
-2.5 -0.3 0.2
-0.2 -0.4 -1.0
1.0 1.3 1.2
0.2 -0.8 -0.7
0.7 0.6 1.2
-0.3 -0.6 -1.0
-0.2 -0.4 -0.3
0.7 0.3 0.1
-0.2 0.3 0.7
-0.2 0.0 -0.4
0.0 -0.2 0.0
-0.3 -0.2 0.4
-0.2 0.2 -2.1
0.3 -0.4 0.4
-0.3 0.3 -0.6
-0.2 0.2 -0.1
1.6 -0.1 0.8
-0.3 -0.5 1.2
-0.2 0.1 0.2
0.2 0.0 0.2
-0.1 -0.1 -0.1
-0.4 0.2 0.0
-0.1 0.4 -0.3
-0.3 -0.2 -0.7
0.2 0.3 -1.5
-0.4 0.3 0.2
1.5 -0.1 -0.4
0.6 -0.7 -0.2
-0.1 -0.1 1.0
-0.4 0.2 1.9
-0.3 -0.1 -0.1
-0.4 0.0 0.8
-0.4 0.4 -0.1
-0.4 0.1 -0.7
0.3 -0.1 -0.4
0.1 -0.2 -0.3
-0.5 -0.4 -1.2
-0.5 1.5 2.2
0.7 -0.2 0.1
-1.4 0.2 0.2
0.6 -0.5 -0.5
1.7 -1.1 -0.2
0.0 0.2 0.6
-0.5 -0.2 -0.6
-0.2 0.5 -0.3
-0.1 0.0 0.1
0.1 0.3 -0.1

Summary:
- Relative energy (zero: lowest compared OMol25 entry of this formula, charge and spin): 159.7 kcal per mole
- Total charge: -2
- Max |F|: 7.60 eV/A
- Total energy: -104524.47181 eV
- HOMO-LUMO gap (alpha / beta): 5.93 / 5.07 eV
- 2S+1: 3